Entry 1:
A molecular structure, C5H10O3Sc in a non-equilibrium geometry, computed with wB97M-V/def2-TZVPD.

Calculated values
Multiplicity: 2
Charge: +2
⟨S²⟩: 0.75
HOMO energy (alpha / beta) in eV: -16.89 / -19.25
Electronic energy in Ha: -1182.2695

Geometry as XYZ:
```
19
Properties=species:S:1:pos:R:3:forces:R:3:nbo_charge:R:1
C 2.754 0.858 0.454 1.96 -1.54 0.36 -0.128
O 1.887 1.933 0.290 -2.65 -0.49 -0.13 -0.795
C 2.229 -0.392 -0.249 1.39 0.06 -0.57 -0.115
O 0.844 -0.511 0.146 -0.76 1.28 0.78 -0.586
C -0.021 -1.230 -0.620 -0.68 -0.63 -0.58 0.132
C -1.429 -1.013 -0.221 -0.06 -1.38 -0.23 -0.177
O -1.628 0.405 -0.057 0.64 -0.07 -0.10 -0.661
C -2.982 0.757 0.230 -1.37 0.24 0.31 -0.281
Sc 0.066 1.502 0.315 1.85 1.23 0.11 2.218
H 2.903 0.616 1.525 -0.10 0.35 -0.35 0.215
H 3.755 1.065 0.033 -0.41 0.10 0.19 0.256
H 2.760 -1.306 0.047 -0.09 0.29 -0.05 0.256
H 2.261 -0.273 -1.342 -0.07 -0.10 0.24 0.221
H 0.340 -2.081 -1.195 -0.01 0.27 0.17 0.250
H -1.676 -1.496 0.743 0.03 0.12 -0.23 0.240
H -2.110 -1.393 -0.995 0.16 0.09 0.20 0.263
H -3.034 1.848 0.299 -0.08 -0.13 -0.03 0.215
H -3.629 0.408 -0.585 0.18 0.16 0.19 0.246
H -3.290 0.303 1.181 0.07 0.12 -0.26 0.231
```
Forces are in eV/Å.



Entry 2:
C23H26N4O5 in the gas phase in a non-equilibrium geometry, computed with wB97M-V/def2-TZVPD.

Calculated values
Structure (SMILES): CC[C@@H](C)NC(=O)CNC(=O)c1nn(-c2ccc(OC)cc2OC)c(=O)c2ccccc12
Charge: 0
HOMO energy in eV: -7.94
Electronic energy in Ha: -1487.3031

Geometry as XYZ:
```
58
Properties=species:S:1:pos:R:3:forces:R:3:nbo_charge:R:1
C 2.506 -5.455 1.957 -0.21 -0.03 -0.18 -0.617
C 1.262 -5.195 1.114 -0.07 0.12 0.14 -0.398
C 0.071 -4.622 1.899 -0.11 -0.22 -0.27 -0.054
C -0.444 -5.565 2.981 0.00 0.21 -0.22 -0.615
N 0.409 -3.341 2.492 0.09 -0.31 0.17 -0.612
C 0.070 -2.162 1.942 0.29 0.32 0.48 0.681
O -0.579 -2.052 0.922 -0.20 0.10 -0.37 -0.642
C 0.537 -0.948 2.744 0.02 0.20 0.03 -0.317
N 0.377 0.240 1.953 -0.25 -0.37 -0.13 -0.607
C 1.225 1.284 2.040 -0.31 -0.36 0.06 0.647
O 2.083 1.378 2.901 0.21 0.16 0.09 -0.635
C 0.965 2.311 0.984 -0.13 0.10 -0.71 0.065
N 0.358 1.853 -0.061 0.72 -0.41 0.92 -0.162
N 0.024 2.625 -1.080 -0.02 0.50 -0.16 -0.230
C -0.677 1.945 -2.112 -0.20 -0.24 -0.31 0.047
C -0.348 2.134 -3.440 -0.08 -0.10 0.35 -0.138
C -1.003 1.443 -4.444 -0.16 -0.20 -0.29 -0.339
C -1.994 0.530 -4.107 0.11 0.12 0.19 0.320
O -2.699 -0.222 -4.994 -0.03 0.01 0.33 -0.492
C -2.421 -0.077 -6.367 0.05 0.03 -0.21 -0.252
C -2.331 0.334 -2.767 -0.09 -0.13 0.01 -0.307
C -1.697 1.039 -1.759 0.13 0.19 -0.17 0.330
O -2.005 0.942 -0.443 0.01 0.17 -0.26 -0.494
C -2.955 -0.018 -0.036 -0.24 -0.24 0.02 -0.256
C 0.271 3.994 -1.149 -0.13 0.15 -0.08 0.637
O -0.095 4.658 -2.100 0.08 0.03 0.08 -0.602
C 0.990 4.526 0.011 0.24 -0.06 0.46 -0.144
C 1.313 5.884 0.041 -0.05 -0.04 -0.09 -0.166
C 1.983 6.410 1.122 -0.03 0.01 -0.07 -0.203
C 2.339 5.588 2.191 -0.03 -0.03 -0.01 -0.189
C 2.025 4.248 2.183 0.04 -0.05 0.11 -0.201
C 1.347 3.695 1.090 -0.06 0.45 -0.30 0.014
H 2.310 -6.188 2.735 0.06 -0.08 0.12 0.201
H 2.862 -4.537 2.419 0.10 0.08 0.08 0.199
H 3.302 -5.841 1.325 0.12 -0.02 0.02 0.220
H 1.510 -4.488 0.320 -0.06 -0.03 -0.07 0.213
H 0.942 -6.126 0.642 -0.03 -0.01 -0.08 0.204
H -0.732 -4.413 1.183 0.13 -0.04 0.15 0.231
H 0.305 -5.713 3.755 0.07 -0.08 0.13 0.200
H -0.692 -6.529 2.547 -0.01 -0.15 0.00 0.217
H -1.338 -5.152 3.442 -0.07 0.01 0.06 0.218
H 0.976 -3.357 3.324 -0.02 0.18 -0.03 0.395
H -0.068 -0.887 3.660 0.15 -0.10 -0.05 0.213
H 1.588 -1.042 3.039 -0.14 -0.06 0.02 0.233
H -0.222 0.166 1.137 0.08 0.05 0.05 0.450
H 0.428 2.837 -3.696 0.04 0.06 0.01 0.235
H -0.725 1.620 -5.469 0.00 -0.01 -0.11 0.221
H -1.386 -0.349 -6.598 -0.03 0.02 0.01 0.177
H -3.096 -0.763 -6.877 0.07 0.07 -0.01 0.200
H -2.615 0.944 -6.710 0.02 -0.03 0.02 0.178
H -3.105 -0.384 -2.553 -0.09 -0.08 0.08 0.226
H -3.057 0.115 1.040 -0.02 -0.05 -0.06 0.198
H -3.925 0.147 -0.514 0.03 0.02 0.01 0.174
H -2.599 -1.031 -0.241 -0.03 0.06 0.00 0.203
H 1.023 6.495 -0.800 -0.02 0.05 -0.05 0.240
H 2.235 7.460 1.145 0.01 0.08 -0.01 0.217
H 2.865 6.009 3.035 0.04 0.01 0.07 0.217
H 2.303 3.604 3.002 0.02 -0.02 0.03 0.253
```
Forces are in eV/Å.



Entry 3:
A molecular structure, C29H38NOsS, computed with wB97M-V/def2-TZVPD.

Calculated values
Charge: -1
HOMO energy in eV: -2.54
Electronic energy in Ha: -1671.4946

Geometry as XYZ:
```
70
Properties=species:S:1:pos:R:3:forces:R:3:nbo_charge:R:1
Os -0.065 -0.226 -0.350 0.17 -0.32 0.30 0.289
C -0.185 -2.408 0.036 -0.14 0.01 0.04 -0.298
C 0.488 -2.278 -1.216 0.09 -0.11 -0.14 -0.167
C -0.407 -1.531 -2.093 0.11 0.12 -0.05 0.003
C -1.649 -1.346 -1.362 -0.01 0.06 0.01 -0.355
C -1.494 -1.846 -0.041 -0.12 0.04 0.06 -0.076
C -2.560 -2.011 1.023 0.02 0.04 -0.01 -0.061
C -3.649 -0.949 0.894 0.02 0.00 -0.01 -0.596
C -1.944 -1.906 2.419 -0.01 0.01 0.01 -0.603
C -3.185 -3.402 0.846 -0.01 -0.02 0.00 -0.592
C -0.270 -1.094 -3.559 -0.06 -0.07 -0.04 -0.093
C 0.988 -0.250 -3.837 -0.04 0.00 0.02 -0.611
C -0.327 -2.305 -4.502 0.00 0.03 -0.01 -0.596
C -1.455 -0.195 -3.934 -0.02 0.02 -0.02 -0.591
C 1.690 -3.207 -1.458 -0.04 -0.01 0.06 -0.036
C 2.737 -2.751 -2.475 0.00 0.04 0.00 -0.604
C 1.127 -4.561 -1.939 0.01 0.01 -0.02 -0.598
C 2.416 -3.509 -0.131 0.02 -0.01 0.01 -0.609
H 0.207 -2.909 0.904 0.01 0.02 0.00 0.221
H -2.553 -0.906 -1.746 0.03 0.01 0.01 0.231
H -3.237 0.044 1.071 -0.03 -0.03 0.01 0.234
H -4.444 -1.137 1.622 0.00 0.00 0.01 0.191
H -4.100 -0.951 -0.101 -0.01 -0.01 0.00 0.201
H -1.415 -0.957 2.521 0.00 0.00 0.00 0.239
H -1.236 -2.716 2.608 0.01 0.00 0.00 0.194
H -2.728 -1.963 3.179 0.00 -0.01 0.00 0.191
H -3.656 -3.490 -0.136 0.00 0.00 0.00 0.204
H -3.947 -3.583 1.610 0.00 0.00 0.00 0.192
H -2.424 -4.182 0.925 0.00 0.00 0.00 0.201
H 1.872 -0.844 -4.039 0.08 -0.09 0.05 0.196
H 1.183 0.398 -2.980 -0.01 0.01 -0.01 0.248
H 0.818 0.378 -4.717 0.02 -0.02 -0.02 0.191
H 0.501 -2.992 -4.347 0.05 -0.01 0.01 0.196
H -0.292 -1.974 -5.545 -0.01 0.00 0.00 0.195
H -1.257 -2.862 -4.354 0.00 0.00 0.01 0.204
H -1.436 0.715 -3.335 -0.01 0.01 0.01 0.226
H -2.416 -0.696 -3.802 0.02 0.01 0.00 0.198
H -1.370 0.087 -4.986 0.00 0.01 -0.01 0.193
H 2.336 -2.738 -3.483 -0.03 0.03 -0.07 0.203
H 3.570 -3.461 -2.470 0.00 0.02 0.00 0.194
H 3.135 -1.760 -2.258 -0.01 0.01 -0.02 0.214
H 0.616 -4.470 -2.896 -0.01 0.02 -0.02 0.206
H 0.409 -4.944 -1.213 0.00 0.00 0.00 0.210
H 1.936 -5.292 -2.049 0.00 0.00 0.00 0.190
H 2.645 -2.615 0.447 0.00 0.02 -0.02 0.223
H 3.352 -4.035 -0.341 0.00 0.00 0.00 0.195
H 1.815 -4.162 0.503 0.01 0.00 0.00 0.203
S 0.285 2.651 1.064 0.01 -0.02 -0.06 0.331
C 1.757 1.827 0.921 -0.02 0.02 0.00 -0.022
C 2.957 2.370 1.420 -0.04 0.03 -0.01 -0.235
C 4.139 1.712 1.240 0.03 -0.03 -0.01 -0.237
C 4.110 0.495 0.525 -0.02 0.03 0.01 -0.294
C 2.916 0.022 0.071 0.01 0.00 0.01 0.034
N 1.707 0.628 0.274 0.04 -0.01 -0.08 -0.466
H 2.909 3.319 1.939 0.01 0.00 0.00 0.213
H 5.068 2.120 1.615 0.00 0.00 0.00 0.201
H 5.014 -0.061 0.316 0.00 -0.01 0.00 0.206
H 2.853 -0.885 -0.504 0.02 -0.01 0.02 0.206
C -0.767 1.503 0.215 -0.08 0.19 -0.10 -0.582
C -2.126 2.086 0.162 -0.02 -0.06 0.03 0.057
C -2.689 2.854 1.193 -0.08 0.00 0.04 -0.268
C -3.983 3.352 1.112 0.02 -0.01 0.01 -0.218
C -4.770 3.103 -0.003 0.01 -0.01 -0.01 -0.270
C -4.231 2.348 -1.039 0.03 -0.01 -0.01 -0.208
C -2.940 1.858 -0.957 -0.03 0.11 0.01 -0.251
H -2.120 3.037 2.097 0.04 -0.01 -0.02 0.206
H -4.380 3.930 1.939 -0.01 0.00 0.00 0.195
H -5.781 3.489 -0.064 0.00 0.00 0.00 0.195
H -4.821 2.144 -1.927 -0.01 0.01 0.01 0.195
H -2.521 1.282 -1.767 0.01 -0.02 -0.02 0.221
```
Forces are in eV/Å.



- What is the charge in the second record?
  0